2 unconnected molecules or ions with the total composition C4H11N3O2 in a non-equilibrium geometry. Source: OMol25; level of theory: wB97M-V/def2-TZVPD.

Values from the calculation:
E_HOMO: -0.331 Eh
DFT total energy: -12892.29601 eV
SMILES string: CN=C(N)N.CC(=O)O
M: 133.2 g mol⁻¹

Atoms and positions in Å:
C1 3.230 1.824 0.160
C2 1.883 1.203 0.440
O1 1.279 0.765 -0.649
O2 1.387 1.197 1.545
H1 3.165 2.421 -0.749
H2 4.052 1.120 0.051
H3 3.456 2.495 0.979
C3 -1.857 -0.498 -2.082
C4 -1.470 -1.129 0.179
N1 -1.041 -0.563 -0.886
N2 -2.685 -1.751 0.330
N3 -0.732 -0.989 1.345
H4 0.513 0.149 -0.708
H5 -2.749 -1.118 -2.085
H6 -1.159 -0.705 -2.900
H7 -3.296 -1.908 -0.445
H8 -2.702 -2.373 1.119
H9 0.043 -0.397 1.086
H10 -1.194 -0.508 2.104
H11 -2.080 0.530 -2.336